1.
172
Properties=species:S:1:pos:R:3 method="wB97M-V/def2-TZVPD" de_lowest_kj_mol=0.0 e_homo_ev=-18.667 charge=+9
Be -4.7052 6.2319 5.9817
C -0.1740 3.6743 2.6466
O -0.0304 2.3082 2.2358
O -1.0218 3.5866 3.8086
C 1.2055 4.4924 2.4893
F 2.1894 4.0644 3.2643
F 1.7565 4.4927 1.3084
F 1.0776 5.7305 2.8007
C 0.1152 2.0498 0.8410
C 0.0130 0.5113 0.7519
H -0.6080 0.0174 1.4992
H -0.2000 0.2616 -0.2875
H 0.9658 0.0095 0.9205
H 1.0886 2.3859 0.4838
H -0.5221 2.5698 0.1257
H -0.7984 4.1530 1.8922
C 0.3576 4.8197 -7.3009
O 1.0798 3.9816 -6.4350
O 1.1688 5.9446 -7.3651
C -0.0779 4.0753 -8.6120
F 0.8982 3.8092 -9.4672
F -0.7133 2.8871 -8.2523
F -1.0383 4.6661 -9.2574
C 0.7316 3.8766 -5.0339
C 0.9102 5.1109 -4.1833
H 0.3325 5.0519 -3.2609
H 1.9369 5.4623 -4.0812
H 0.2817 5.9240 -4.5465
H 1.3277 3.0343 -4.6825
H -0.2971 3.5293 -4.9374
H -0.5939 5.1299 -6.8689
C -6.6955 -6.1144 10.2879
N -6.3021 -5.3954 9.0381
C -6.6694 -4.1138 8.8117
C -6.4335 -3.4120 7.6385
C -5.7024 -4.1407 6.6344
C -5.2573 -5.4089 6.9389
C -5.5280 -6.0567 8.1541
C -5.4353 -3.4768 5.3612
C -5.1163 -2.1275 5.3962
C -4.9862 -1.4092 4.2081
N -5.2178 -2.0253 3.0317
C -5.5448 -3.2934 2.9454
C -5.6587 -4.0746 4.1366
C -5.2273 -1.1862 1.8285
H -7.2677 -7.0144 10.0631
H -7.3996 -5.5158 10.8659
H -5.7363 -6.1909 10.8001
H -7.2185 -3.6354 9.6092
H -6.8003 -2.4104 7.4695
H -4.6775 -5.8899 6.1650
H -5.1439 -7.0433 8.3676
H -4.8288 -1.6742 6.3333
H -4.8154 -0.3428 4.2018
H -5.7226 -3.6423 1.9389
H -5.8049 -5.1447 4.1268
H -5.1769 -0.1118 2.0049
H -6.0831 -1.3436 1.1720
H -4.3791 -1.4781 1.2094
C -3.7120 -3.2965 -13.6520
N -3.1171 -3.5982 -12.3126
C -2.1617 -4.5549 -12.2619
C -1.5006 -4.9495 -11.0905
C -1.7580 -4.2147 -9.9001
C -2.7680 -3.2375 -9.9779
C -3.3646 -2.8932 -11.2422
C -1.1459 -4.4515 -8.5429
C -0.5936 -3.4158 -7.7793
C -0.0260 -3.7029 -6.5354
N -0.0532 -4.9841 -6.0379
C -0.5978 -5.9967 -6.6833
C -1.0576 -5.7491 -7.9772
C 0.6305 -5.3455 -4.7741
H -3.9364 -4.2111 -14.2009
H -3.0212 -2.6024 -14.1306
H -4.6330 -2.7666 -13.4088
H -2.0567 -5.1146 -13.1796
H -0.8548 -5.8117 -11.0134
H -3.0625 -2.6789 -9.1018
H -4.1429 -2.1532 -11.3567
H -0.6394 -2.3940 -8.1261
H 0.4540 -3.0107 -5.8595
H -0.6956 -6.9638 -6.2128
H -1.5621 -6.5121 -8.5516
H 0.1838 -4.6683 -4.0460
H 1.7170 -5.2679 -4.8141
H 0.3074 -6.2704 -4.2964
C -6.0110 3.1828 -6.9470
N -5.3800 4.3424 -6.2297
C -5.2998 5.5330 -6.8573
C -4.6519 6.6193 -6.2581
C -4.2231 6.5314 -4.8869
C -4.4634 5.3323 -4.3191
C -4.9324 4.2071 -4.9948
C -3.6392 7.7289 -4.1488
C -2.6801 8.5475 -4.8041
C -1.9334 9.5570 -4.1365
N -2.2076 9.7544 -2.8581
C -3.2930 9.1392 -2.2479
C -3.8924 7.9956 -2.8180
C -1.4787 10.7652 -2.0875
H -5.5776 2.9935 -7.9291
H -7.0350 3.5190 -7.1098
H -6.0290 2.2570 -6.3721
H -5.7015 5.4520 -7.8566
H -4.5845 7.5881 -6.7307
H -4.2121 5.1663 -3.2820
H -5.3009 3.3469 -4.4558
H -2.3948 8.2791 -5.8106
H -1.1216 10.1475 -4.5350
H -3.5744 9.4665 -1.2579
H -4.7010 7.4996 -2.3018
H -1.8394 10.8210 -1.0604
H -1.3417 11.6464 -2.7142
H -0.4912 10.3546 -1.8769
C 2.7777 -2.8291 4.8001
N 2.0922 -2.3161 5.9766
C 1.7289 -0.9824 5.9205
C 0.8986 -0.4713 6.9695
C 0.5214 -1.3019 8.0839
C 0.9132 -2.6621 8.0323
C 1.6329 -3.1415 6.9252
C -0.4778 -0.8646 9.1268
C -1.4350 -1.7023 9.7489
C -2.2501 -1.1852 10.7431
N -2.2169 0.1784 10.9886
C -1.4669 1.0703 10.3299
C -0.6040 0.5297 9.4420
C -3.0982 0.6316 12.1272
H 3.3804 -3.6669 5.1506
H 3.4595 -2.0636 4.4296
H 1.9947 -3.0954 4.0900
H 1.9425 -0.4167 5.0256
H 0.4308 0.4900 6.8165
H 0.6494 -3.4195 8.7555
H 1.7588 -4.1826 6.6669
H -1.4764 -2.7582 9.5256
H -2.9451 -1.7015 11.3886
H -1.3801 2.0816 10.6987
H -0.0518 1.2939 8.9152
H -4.1386 0.4720 11.8442
H -3.0229 1.7123 12.2482
H -2.8981 0.0758 13.0433
C 7.7809 1.8366 1.1258
N 8.7863 0.7678 1.2878
C 8.7318 -0.1270 2.3493
C 9.6232 -1.1389 2.4209
C 10.6715 -1.2267 1.4827
C 10.7971 -0.2878 0.4753
C 9.8055 0.7191 0.3956
C 11.5818 -2.4070 1.5115
C 12.0895 -2.8437 2.7647
C 12.7649 -4.0249 2.8907
N 12.9544 -4.8169 1.7640
C 12.4958 -4.3874 0.5298
C 11.8937 -3.1130 0.3764
C 13.3325 -6.2811 1.9736
H 7.7343 2.3491 2.0867
H 6.7630 1.4868 0.9536
H 8.0035 2.5225 0.3085
H 7.8621 -0.0050 2.9780
H 9.6035 -1.6991 3.3440
H 11.5920 -0.4593 -0.2354
H 9.7787 1.3930 -0.4479
H 11.9528 -2.2399 3.6497
H 12.8710 -4.5063 3.8516
H 12.5772 -5.0505 -0.3188
H 11.5375 -2.7776 -0.5864
H 13.9966 -6.2265 2.8362
H 13.8766 -6.5154 1.0586
H 12.4151 -6.8458 2.1397
Cl 4.7401 -0.9967 -2.0433

***

2.
19
Properties=species:S:1:pos:R:3 method="wB97M-V/def2-TZVPD" de_lowest_kj_mol=506.2 e_homo_ev=-8.700 charge=0
C -2.6853 -0.2960 -0.8203
N -1.7570 -0.5201 0.3614
C -0.4666 0.6557 0.0615
C 0.8482 0.0247 0.6176
C 1.0384 -1.3727 -0.0276
C 2.1196 0.8670 0.4241
H -2.2607 -0.0752 -1.7536
H -3.2071 0.7416 -0.7142
H -3.4245 -1.1292 -0.8906
H -1.3290 0.4358 0.9133
H -0.2388 1.6901 0.3971
H -0.3629 0.7714 -1.0158
H 0.9049 -0.1297 1.7166
H 0.1512 -1.9943 0.1274
H 1.9737 -1.7115 0.3926
H 1.2702 -1.2725 -1.0613
H 3.0690 0.3802 0.8469
H 1.9400 1.7587 1.0471
H 2.4168 1.1760 -0.6222

***

3.
66
Properties=species:S:1:pos:R:3 method="wB97M-V/def2-TZVPD" de_lowest_kj_mol=2849.5 e_homo_ev=-7.862 charge=0
C -0.2221 -2.0627 -2.6077
O -0.6084 -3.4400 -2.5939
H -0.0435 -1.6429 -3.5977
H -1.0943 -1.5402 -2.2147
H 0.6842 -1.9727 -2.0089
H -0.3171 -3.7949 -3.4370
C 2.4602 -2.6262 -1.7085
O 3.6865 -2.7908 -1.0723
H 2.6861 -2.2722 -2.7144
H 1.7504 -3.4532 -1.6879
H 1.9793 -1.8198 -1.1549
H 3.5539 -3.3785 -0.3249
C -3.3250 0.2640 0.7219
O -2.2966 0.5141 1.6756
H -4.1386 -0.1660 1.3062
H -3.7266 1.1024 0.1528
H -3.2073 -0.4252 -0.1143
H -2.6405 0.7282 2.5460
C 0.3457 2.6985 -0.4818
O 0.8679 3.5439 0.5081
H -0.7167 2.8884 -0.3288
H 0.6287 3.0044 -1.4890
H 0.5220 1.6317 -0.3445
H 0.8980 2.9777 1.2828
C -1.6560 0.0308 -2.8205
C -2.5948 0.6457 -1.7859
C -1.9652 1.9584 -1.2657
O -3.9223 0.8260 -2.4372
H -2.1936 -0.7632 -3.3389
H -0.7444 -0.4407 -2.4534
H -1.5353 0.8023 -3.5809
H -2.8426 0.0526 -0.9056
H -1.0373 1.9319 -0.6944
H -2.7976 2.3122 -0.6573
H -1.7743 2.7036 -2.0379
H -4.2722 1.6264 -2.0391
C 2.2162 1.7140 3.1321
C 1.8598 2.2341 1.7265
C 2.7652 1.8119 0.6192
O 0.5193 1.8698 1.4528
H 1.8828 0.6841 3.2599
H 1.8743 2.2108 4.0400
H 3.3049 1.7323 3.1819
H 1.9933 3.3114 1.6282
H 2.7596 2.6198 -0.1125
H 2.5708 0.8553 0.1342
H 3.7860 1.8125 1.0013
H 0.3327 0.9468 1.6394
C -0.4869 -0.5098 -0.4321
C 0.0644 -0.7873 0.9718
C 1.6355 -0.9349 0.8480
O -0.2426 0.2885 1.7929
H -0.0098 -1.2942 -1.0196
H -0.1536 0.4676 -0.7809
H -1.5694 -0.6341 -0.4633
H -0.3450 -1.6843 1.4364
H 1.7951 -1.7936 0.1960
H 2.0480 -1.1867 1.8250
H 2.1956 -0.0757 0.4788
H -1.1907 0.3039 1.6431
O -0.1632 -3.5805 2.1431
H -0.7172 -3.2045 1.4591
H 0.0593 -2.8392 2.7062
O 0.2939 -1.6900 2.9136
H 0.2329 -1.4474 3.8375
H 0.2979 -0.8549 2.4459

***

4.
52
Properties=species:S:1:pos:R:3 method="wB97M-V/def2-TZVPD" de_lowest_kj_mol=259.4 e_homo_ev=-10.757 charge=+1
Rh 0.0413 -0.4439 0.0703
C 3.7643 -0.5293 -0.8324
As 2.4599 -0.3426 0.6186
C 3.3487 -1.4044 2.0113
C 2.7593 1.5358 1.0676
C 3.8701 1.9325 1.8065
C 4.0505 3.2605 2.1521
C 3.1015 4.1994 1.7839
C 2.0093 3.8206 1.0247
C 1.8389 2.4956 0.6418
As 0.4383 2.0567 -0.6662
C -0.9897 3.3486 -0.2759
C 1.2894 2.9396 -2.2144
H 4.7556 -0.2705 -0.4518
H 3.5058 0.1428 -1.6521
H 3.7735 -1.5513 -1.2129
H 4.4091 -1.1565 2.1073
H 3.2613 -2.4596 1.7335
H 2.8453 -1.2558 2.9674
H 4.6099 1.1943 2.0946
H 4.9312 3.5604 2.6998
H 3.2200 5.2291 2.0766
H 1.2754 4.5625 0.7290
H -0.7403 4.3465 -0.6392
H -1.1983 3.3802 0.7954
H -1.8945 3.0022 -0.7797
H 1.5360 3.9700 -1.9529
H 0.5942 2.9400 -3.0551
H 2.2021 2.4219 -2.5120
O -1.8685 0.5305 0.5901
N -2.2744 0.4806 1.7819
N -1.4252 0.1527 2.6875
O -0.1822 -0.0391 2.4082
C -1.9156 0.0241 3.9990
C -3.2941 0.0022 4.2118
C -3.7698 -0.0862 5.5039
C -2.8869 -0.1612 6.5722
C -1.5192 -0.1338 6.3511
C -1.0245 -0.0433 5.0643
H -3.9658 0.0499 3.3700
H -4.8330 -0.1003 5.6787
H -3.2665 -0.2330 7.5779
H -0.8373 -0.1768 7.1835
H 0.0352 -0.0150 4.8675
C 0.9208 -5.4565 -0.6630
O 0.7616 -4.2990 -1.4719
C 0.2745 -3.2120 -0.9373
S -0.2344 -3.0714 0.6581
S 0.1510 -1.8378 -1.9462
H 1.8147 -5.9637 -1.0208
H 0.0461 -6.1003 -0.7750
H 1.0336 -5.1685 0.3860

***

5.
37
Properties=species:S:1:pos:R:3 method="wB97M-V/def2-TZVPD" e_homo_ev=0.975 charge=-2
C -2.6226 -0.3059 -0.4274
C -2.9889 -0.8889 0.8243
C -2.9205 0.1216 1.8232
H -3.3034 -1.9205 0.9694
C -2.5302 1.3397 1.1871
C -2.3221 1.0757 -0.1940
H -2.0049 1.8008 -0.9424
H -2.5483 -0.8551 -1.3667
H -3.1209 -0.0193 2.8827
H -2.3923 2.2950 1.6787
Be 1.4568 0.8355 -1.9270
Br 2.6037 1.7561 -0.2142
C 2.3527 0.7464 -3.4157
C 1.1194 1.4637 -3.5120
C 0.0703 0.6049 -3.0398
H 0.9952 2.4747 -3.8807
C 0.6636 -0.6264 -2.6263
C 2.0656 -0.5424 -2.8816
H 2.8034 -1.3091 -2.6863
H 3.3385 1.1591 -3.5851
H -1.0014 0.7703 -3.1277
H 0.1093 -1.5187 -2.3267
C 0.6215 1.9454 2.2424
C 0.6875 0.4955 2.1240
C 0.8922 -0.4296 3.2063
C 0.8848 -1.7094 2.6370
C 0.6681 -1.5024 1.2243
C 0.5308 -2.5918 0.2412
N 0.5427 -0.1769 0.9490
H 1.1608 2.2861 3.1289
H -0.4139 2.2790 2.3337
H 1.0959 2.4198 1.3707
H 1.0263 -0.1399 4.2400
H 0.9967 -2.6919 3.0989
H 1.0113 -3.5017 0.6414
H -0.5378 -2.8146 0.0644
H 1.0103 -2.3248 -0.7139

***

6.
28
Properties=species:S:1:pos:R:3 method="wB97M-V/def2-TZVPD" de_lowest_kj_mol=0.0 smiles="C[Si](C)(C)NC(=O)O.CCO" e_homo_ev=-9.492 charge=0
C -3.6727 1.0401 -0.4060
Si -2.0996 0.1175 -0.0039
C -1.9830 -0.1245 1.8364
C -2.0403 -1.5319 -0.8579
N -0.7418 1.1402 -0.5634
C 0.1558 0.6027 -1.4890
O 1.0196 -0.1769 -1.2132
O 0.0191 1.0366 -2.7719
H -3.5935 2.0937 -0.1203
H -4.4939 0.6089 0.1716
H -3.9357 0.9983 -1.4657
H -1.2389 -0.8807 2.0935
H -1.7304 0.8103 2.3412
H -2.9505 -0.4651 2.2174
H -1.1129 -2.0653 -0.6419
H -2.8716 -2.1261 -0.4647
H -2.1684 -1.4776 -1.9414
H -1.0908 2.0280 -0.9113
H -0.8776 1.3523 -2.9278
C 3.7932 0.0901 1.5933
C 4.4122 -0.5489 0.3624
O 3.5204 -1.4314 -0.2934
H 3.4683 -0.6795 2.2947
H 4.5071 0.7445 2.0973
H 2.9193 0.6848 1.3176
H 5.2796 -1.1488 0.6419
H 4.7603 0.2288 -0.3288
H 2.7468 -0.9203 -0.5666

***

Respective E_LUMO values: -17.4, 1.0, -0.2, -4.4, 4.4, 0.2 eV.
Respective gap between HOMO and LUMO values: 1.2458, 9.7311, 7.6354, 6.3679, 3.3757, 9.7080 eV.